Entry 1:
The molecule C19H27N3O6S3, computed with ωB97M-V with the def2-TZVPD basis set.

XYZ file:
```
58
Properties=species:S:1:pos:R:3:forces:R:3
S -0.408751 1.917356 -4.428816 0.44 0.46 -0.12
S 1.443507 -0.407515 -1.461523 0.06 -0.41 0.30
S -2.315271 0.604671 0.089351 0.18 0.26 0.45
O 0.940844 0.835393 -0.900931 0.10 -0.34 0.04
O -1.217101 3.089679 -4.626772 -0.06 0.00 0.35
O -3.738387 0.777730 0.043735 0.01 0.26 0.03
O 2.506208 -0.261971 -2.417069 0.06 -0.35 0.00
O 0.010341 1.201376 -5.600739 0.19 -0.28 0.20
O -1.816547 -0.669836 -0.403075 -0.02 0.20 0.06
N -1.586439 1.886747 -0.669570 -0.17 -0.73 0.69
N -1.236684 0.853395 -3.403323 0.53 0.53 -0.41
N 0.258915 -1.342874 -2.116856 0.49 0.45 0.55
C -2.640575 0.591170 2.808415 -0.21 0.00 -0.13
C 0.063393 0.872251 3.331786 -0.12 0.00 -0.08
C 3.723493 -2.296969 1.274845 -0.16 0.03 0.02
C 3.235917 -3.436500 3.454758 0.00 -0.07 -0.04
C -0.825207 0.713828 4.390411 -0.05 -0.03 -0.07
C 0.022483 -1.264773 -3.545010 0.02 -0.07 -0.63
C -2.503698 1.387352 -2.929001 -0.48 0.67 0.18
C -1.737290 0.738247 1.772841 -0.10 -0.02 -0.42
C 1.055538 2.412311 -3.510688 -0.66 -0.30 -0.39
C 1.027190 -1.800254 0.850278 -0.04 -0.09 0.06
C -2.298351 2.415886 -1.814317 -0.74 -0.07 -0.34
C -0.385537 0.885079 2.022135 0.09 0.07 0.05
C 1.442041 -2.464787 1.991133 0.05 0.05 -0.13
C 1.973882 -1.383011 -0.067406 -0.13 0.25 -0.31
C -1.261066 -0.512781 -3.895687 0.37 -0.60 -0.23
C -0.335714 0.700828 5.805635 -0.02 0.08 0.00
C -2.183040 0.583211 4.114292 0.13 -0.01 -0.11
C 2.791678 -2.714643 2.220482 0.01 0.07 -0.07
C 3.318589 -1.627527 0.133110 0.07 0.09 -0.22
H -1.757826 3.282386 -2.198040 -0.05 -0.03 0.18
H -0.594701 -1.251149 -1.565721 0.03 -0.02 0.15
H 0.744509 2.796931 -2.549330 -0.05 0.10 0.15
H -0.904253 -0.006113 6.405298 0.00 -0.05 0.08
H -3.099632 0.568146 -2.520946 0.11 -0.01 -0.20
H -0.458774 1.688791 6.249147 0.03 0.04 0.09
H -3.053720 1.864130 -3.749218 -0.11 -0.14 0.19
H 4.773083 -2.490723 1.440015 0.11 0.00 0.00
H 1.119280 0.978678 3.532735 0.12 0.00 0.01
H -0.017066 -1.600770 0.670763 -0.16 -0.03 0.09
H 0.708702 -2.786394 2.715806 -0.09 -0.02 0.08
H -0.055369 -2.285595 -3.937028 0.07 0.17 -0.04
H -3.687030 0.482961 2.571582 -0.16 -0.01 0.06
H 0.718157 0.438981 5.850308 0.07 -0.02 0.06
H 0.301406 1.002055 1.199857 0.16 0.02 0.00
H 3.373772 -4.495030 3.234669 0.02 -0.09 0.06
H -0.625830 1.619621 -0.885338 0.07 -0.04 0.02
H -1.382744 -0.523922 -4.985171 -0.09 -0.23 0.19
H 1.703667 1.554576 -3.382991 0.05 -0.04 -0.03
H -2.883252 0.466181 4.928290 -0.09 -0.02 0.07
H 2.493984 -3.349572 4.244138 -0.01 -0.02 0.09
H 4.024649 -1.286606 -0.607183 0.16 0.01 -0.05
H 0.888932 -0.784481 -4.002529 -0.12 -0.16 -0.18
H 4.184891 -3.044455 3.812647 0.06 0.00 0.08
H -2.103082 -1.033169 -3.433411 -0.01 0.17 -0.03
H -3.281343 2.729839 -1.454717 0.08 0.18 -0.22
H 1.545228 3.181634 -4.096058 -0.05 0.11 -0.18
```
Positions in Å, forces in eV/Å.

Results
gap between HOMO and LUMO = 0.3665 hartree
SMILES = Cc1ccc(S(=O)(=O)NCCN(CCNS(=O)(=O)c2ccc(C)cc2)S(C)(=O)=O)cc1
lowest unoccupied orbital energy = 0.0172 hartree
HOMO level = -9.5075 eV

---

Entry 2:
The molecule C19H27N5O4S, computed with ωB97M-V with the def2-TZVPD basis set.

XYZ file:
```
56
Properties=species:S:1:pos:R:3:forces:R:3
S 0.131411 -1.622349 2.170723 -0.33 -0.69 0.37
O 2.166786 -0.008862 2.805233 0.12 0.19 0.06
O 2.879741 4.205890 1.259467 0.15 0.09 0.06
O -1.849031 -3.189329 -0.729740 -0.30 -0.08 -0.25
O 1.674769 -2.007076 -2.556741 -0.04 -0.09 -0.22
N 1.058161 3.102075 0.478783 -0.04 0.05 -0.06
N -1.266797 -0.229050 0.424750 -0.12 -0.43 0.13
N -0.776274 1.947303 -0.335845 0.14 0.50 -0.12
N 0.322477 -3.499941 -0.170189 0.58 -0.09 -0.08
N 2.529141 2.112586 2.036940 0.18 -0.05 0.16
C 1.780717 -1.061969 -1.515147 -0.09 0.43 0.28
C 2.197787 3.208090 1.257919 -0.03 0.07 -0.05
C 3.111417 -3.019973 -1.003202 -0.08 0.03 -0.27
C 0.681995 4.218965 -0.365208 -0.01 0.40 -0.23
C 0.771643 -4.010258 -1.441468 0.16 0.04 -0.48
C -0.951873 -3.139516 0.079670 -0.12 0.08 0.50
C -1.188144 -2.705296 1.524011 0.04 0.47 0.03
C 1.994130 -3.276592 -2.031754 -0.13 -0.51 0.16
C -0.209723 -0.215669 1.219298 0.24 0.48 -0.04
C 0.634020 0.903114 1.286104 -0.43 -0.18 -0.24
C -5.008375 1.635521 -1.646022 0.22 0.13 0.15
C 2.874271 -1.568792 -0.555330 -0.09 0.13 -0.10
C -1.503930 0.837041 -0.326606 0.20 -0.02 -0.03
C -4.334909 0.993649 0.681498 0.12 0.24 -0.11
C 3.736860 2.245348 2.833827 0.27 0.03 0.19
C -3.863257 1.593743 -0.639243 -0.09 -0.17 -0.06
C -2.693754 0.776143 -1.218131 -0.16 0.26 -0.01
C 0.283165 1.982708 0.466677 -0.11 -0.76 0.30
C 1.815678 0.928747 2.111808 -0.05 0.01 -0.09
H -2.140178 -2.183356 1.590002 0.02 -0.18 -0.07
H -0.299453 4.587124 -0.069145 0.03 0.02 -0.06
H 3.080735 -3.730088 -0.179246 0.07 -0.07 0.06
H 3.854458 1.327199 3.404595 0.00 0.11 -0.06
H -4.662360 -0.032633 0.531929 -0.05 -0.16 0.01
H 3.645437 3.101753 3.500948 0.04 -0.05 -0.04
H -3.506009 2.614135 -0.461937 0.00 -0.04 -0.02
H -3.532085 0.992014 1.415343 0.02 -0.05 0.15
H 2.343055 -3.874544 -2.880214 -0.02 0.00 0.13
H -0.068446 -3.911742 -2.133359 0.12 -0.11 0.05
H 0.815404 -0.966019 -1.004038 0.13 0.01 -0.05
H -4.685702 2.088949 -2.580169 -0.01 0.04 -0.14
H -2.987937 -0.267626 -1.328520 0.00 -0.02 -0.06
H 0.634390 3.891081 -1.402539 -0.02 0.06 0.03
H 0.998817 -3.428252 0.575233 -0.15 0.07 -0.03
H 3.782702 -0.977832 -0.659816 0.02 0.00 0.05
H -1.194328 -3.580732 2.174034 0.03 0.01 0.04
H 1.431447 4.997485 -0.243352 -0.10 -0.10 -0.02
H 4.080802 -3.111674 -1.491352 -0.01 -0.06 0.05
H -2.419350 1.190968 -2.188488 0.01 -0.03 -0.06
H 2.024868 -0.101252 -1.974008 -0.01 -0.02 0.05
H 1.027865 -5.072284 -1.339954 -0.04 0.05 -0.09
H 2.549694 -1.504511 0.482304 0.01 0.02 0.03
H -5.838050 2.217342 -1.250966 -0.12 0.04 0.00
H 4.595384 2.401486 2.181267 -0.02 0.01 0.06
H -5.166281 1.567706 1.084994 -0.08 0.03 0.07
H -5.362984 0.629051 -1.855627 -0.08 -0.14 -0.05
```
Positions in Å, forces in eV/Å.

Results
gap between HOMO and LUMO = 0.3290 hartree
SMILES = CC(C)Cc1nc(SCC(=O)NC[C@@H]2CCCO2)c2c(=O)n(C)c(=O)n(C)c2n1
lowest unoccupied orbital energy = -0.0009 hartree
HOMO level = -8.9783 eV
relative energy (zero: lowest compared OMol25 entry of this formula, charge and spin) = 0.00 kcal per mole

---

Entry 3:
The molecule C19H27N5O4S, computed with ωB97M-V with the def2-TZVPD basis set.

XYZ file:
```
56
Properties=species:S:1:pos:R:3:forces:R:3
S 5.285635 -0.284632 3.533546 0.00 -0.01 0.00
O 4.300921 0.596118 2.956167 0.00 0.01 0.00
O 6.398422 -0.724585 2.728923 0.00 0.00 -0.01
O 2.073769 -1.441024 4.449733 0.00 0.00 0.00
O -0.365448 -1.758936 -0.308481 -0.01 -0.07 0.07
N -2.836255 -0.306638 -0.773068 0.00 0.00 0.00
N 2.858746 -2.130613 2.448801 0.00 0.00 0.00
N -6.279245 -0.091021 0.016316 0.00 -0.01 -0.01
N -0.123050 -0.212231 1.331709 0.00 0.00 0.00
N -4.984524 -0.308091 0.278104 0.00 0.01 0.00
C -6.288302 0.231195 -1.278208 0.00 0.01 0.01
C -4.175472 -0.126272 -0.836688 0.00 -0.01 0.00
C 5.218398 -3.029755 3.871503 0.00 0.00 0.00
C -0.577759 1.016857 1.962266 0.00 0.00 0.00
C -0.846162 -0.910683 0.422220 0.01 0.06 -0.11
C 2.121427 0.024132 0.293782 0.00 0.00 0.00
C 5.831524 -0.764594 6.057091 0.00 0.00 0.00
C 4.519398 -1.498564 5.764072 0.00 0.00 0.00
C -4.630658 0.559516 -3.279499 0.00 0.00 0.00
C -3.911404 1.904455 -3.391127 0.00 0.00 0.00
C 1.312281 -0.488042 1.478781 0.01 0.00 -0.01
C 5.888730 0.399444 5.075941 0.00 0.00 0.00
C 4.453932 -1.764539 4.258013 0.00 0.01 0.00
C -2.338017 -0.649319 0.378726 0.02 0.10 0.06
C 1.578948 -1.968605 1.777705 0.00 0.00 0.00
C 3.008880 -1.760065 3.738914 0.00 -0.01 0.00
C -4.463589 -0.664139 1.476454 0.00 0.00 0.00
C -3.122456 -0.834443 1.557683 -0.01 -0.09 -0.02
C -5.021452 0.230740 -1.874254 0.00 0.00 -0.01
H 4.443419 -2.438193 6.311583 0.00 0.00 0.00
H -3.001015 1.898390 -2.791021 0.00 0.00 0.00
H -5.168126 -0.785229 2.286083 0.00 0.00 0.00
H 6.881670 0.801143 4.887914 0.00 0.00 0.00
H 3.187288 -0.090149 0.494625 0.00 0.00 0.00
H 5.200344 1.198192 5.348802 0.00 0.00 0.00
H -4.547831 2.715449 -3.033661 0.00 0.00 0.00
H 0.799534 -2.355337 2.433411 0.00 0.00 0.00
H 5.392177 -3.108250 2.800364 0.00 0.00 0.00
H -5.526828 0.562260 -3.903498 0.00 0.00 0.00
H 1.856070 -0.518345 -0.612772 0.00 0.00 0.00
H 1.614368 0.059636 2.372926 0.00 0.00 0.00
H -3.981309 -0.229013 -3.666223 0.00 0.00 0.00
H 5.866113 -0.408507 7.085590 0.00 0.00 0.00
H 6.196798 -3.045374 4.349765 0.00 0.00 0.00
H 1.937751 1.087814 0.133892 0.00 0.00 0.00
H -1.584151 1.271445 1.644419 0.00 0.00 0.00
H -2.657532 -1.117446 2.490324 0.00 0.00 0.00
H 1.585799 -2.558312 0.865691 0.00 0.00 0.00
H 3.666202 -0.882311 6.048296 0.00 0.00 0.00
H 4.651664 -3.900352 4.203426 0.00 0.00 0.00
H -3.635511 2.116627 -4.424816 0.00 0.00 0.00
H 0.080784 1.841264 1.678923 0.00 0.00 0.00
H -7.232996 0.455054 -1.750403 0.00 0.00 0.00
H 3.679100 -2.273971 1.884914 0.00 0.00 0.00
H -0.560315 0.920041 3.049621 0.00 0.00 0.00
H 6.690673 -1.421324 5.908269 0.00 0.00 0.00
```
Positions in Å, forces in eV/Å.

Results
gap between HOMO and LUMO = 0.3175 hartree
SMILES = CCc1cnn2ccc(C(=O)N(C)[C@H](C)CNC(=O)[C@]3(C)CCCS3(=O)=O)nc12
lowest unoccupied orbital energy = 0.0115 hartree
HOMO level = -8.3269 eV
relative energy (zero: lowest compared OMol25 entry of this formula, charge and spin) = 56.59 kcal per mole